one) Below is one molecule with the formula C6H8O2, with properties calculated with ωB97M-V with the def2-TZVPD basis set.

The geometry in ORCA input format:
```
! wB97M-V def2-TZVPD RIJCOSX def2/J DEFGRID3
* xyz 0 1
C -2.37 0.67 0.68
C -0.49 -0.52 -0.36
C 0.44 -1.46 -0.81
C 1.66 -0.51 -0.83
C 1.71 0.08 0.54
C 0.44 0.71 -0.10
H -3.28 0.23 1.27
H -2.93 1.40 -0.11
H -1.50 0.97 1.34
H 0.23 -2.37 -1.23
H 2.58 -1.22 -1.15
H 1.28 -0.53 1.39
H 2.61 0.75 0.48
H 0.19 1.61 0.35
O -1.82 -0.57 -0.03
O 1.26 0.76 -1.42
*
```

Values from the calculation:
HOMO: -8.4 eV
Kohn-Sham gap: 9.2 eV

---

two) Below is one molecule with the formula C6H8O2, with properties calculated with ωB97M-V with the def2-TZVPD basis set.

The geometry in ORCA input format:
```
! wB97M-V def2-TZVPD RIJCOSX def2/J DEFGRID3
* xyz 0 1
O -1.40 -1.73 -0.42
C -0.54 -0.71 -0.05
C -0.48 -0.48 1.46
C 0.72 -0.94 0.62
O 1.59 0.10 0.39
C 1.13 0.78 -0.75
C -0.06 1.74 -0.37
C -0.25 0.36 -1.06
H -0.90 -2.26 -1.05
H -0.88 -1.08 2.28
H -0.31 0.58 1.73
H 1.16 -1.92 0.98
H 1.95 0.98 -1.39
H -0.56 1.68 0.57
H -0.40 2.59 -0.96
H -0.76 0.32 -2.00
*
```

Values from the calculation:
HOMO: -8.9 eV
Structure (SMILES): O[C@@]12C[C@@H]1O[C@@H]1C[C@@H]12
Kohn-Sham gap: 9.9 eV

---

If we sort the structures by their calculated energies, the order from most to least stable is two), one).

---

one) Below is a 2-piece molecular cluster, C10H15N3O overall, with properties calculated with ωB97M-V with the def2-TZVPD basis set.

The geometry in ORCA input format:
```
! wB97M-V def2-TZVPD RIJCOSX def2/J DEFGRID3
* xyz 0 1
C -3.30 2.04 0.48
C -2.22 -1.51 -1.00
C -0.45 -0.71 0.19
C -2.14 -1.76 1.41
C -0.53 -3.13 -0.08
C 0.99 1.77 0.89
C 2.33 0.67 -0.92
C 0.06 2.20 -1.46
C -1.38 -1.84 0.16
C 0.95 1.20 -0.53
N -2.66 1.05 0.38
N -2.90 -1.23 -1.87
N 0.25 0.04 -0.40
O -4.03 2.94 0.61
H -1.59 -2.04 2.36
H -3.03 -2.51 1.40
H -2.60 -0.84 1.63
H -1.10 -3.87 0.35
H 0.41 -3.09 0.32
H -0.58 -3.20 -1.15
H 1.27 2.78 0.81
H 0.02 1.63 1.20
H 1.68 1.28 1.50
H 2.34 0.25 -1.94
H 2.39 -0.07 -0.10
H 3.03 1.56 -0.72
H -0.99 2.06 -1.43
H 0.28 3.19 -1.20
H 0.37 1.96 -2.53
*
```

Values from the calculation:
HOMO: -7.4 eV
Kohn-Sham gap: 6.0 eV

---

two) Below is one molecule with the formula C10H15N3O, with properties calculated with ωB97M-V with the def2-TZVPD basis set.

The geometry in ORCA input format:
```
! wB97M-V def2-TZVPD RIJCOSX def2/J DEFGRID3
* xyz 0 1
C -3.60 1.59 1.19
O -3.40 0.16 1.31
C -2.16 -0.36 1.10
C -2.04 -1.77 1.20
N -0.88 -2.37 0.87
C 0.15 -1.60 0.57
C 0.14 -0.21 0.37
N 1.34 0.51 0.13
C 1.37 1.69 -0.78
C 1.55 1.20 -2.23
N 2.82 0.48 -2.32
C 2.85 -0.65 -1.36
C 2.57 -0.15 0.02
C -1.09 0.44 0.68
H -3.35 1.99 0.17
H -4.72 1.71 1.36
H -3.02 2.12 1.97
H -2.87 -2.37 1.50
H 1.03 -2.17 0.29
H 0.46 2.34 -0.63
H 2.27 2.26 -0.49
H 1.43 2.00 -2.95
H 0.60 0.56 -2.41
H 3.02 0.17 -3.24
H 2.17 -1.45 -1.58
H 3.84 -1.05 -1.34
H 3.33 0.59 0.35
H 2.65 -0.97 0.73
H -1.17 1.50 0.50
*
```

Values from the calculation:
HOMO: -7.7 eV
Structure (SMILES): COc1cncc(N2CCNCC2)c1
Kohn-Sham gap: 8.5 eV

---

If we sort the structures by their calculated energies, the order from most to least stable is two), one).

---

one) Below is a 2-piece molecular cluster, C4H13N2S overall, with properties calculated with ωB97M-V with the def2-TZVPD basis set.

The geometry in ORCA input format:
```
! wB97M-V def2-TZVPD RIJCOSX def2/J DEFGRID3
* xyz 0 2
N -2.12 0.43 0.80
C -0.87 0.68 0.14
C 0.22 0.52 1.27
C 1.51 -0.15 1.06
S 2.03 0.38 -0.55
C -0.74 -0.47 -0.91
N -2.02 -0.68 -1.54
H -1.94 -2.29 1.85
H -2.59 1.21 1.28
H -2.41 -1.71 1.96
H -0.79 1.63 -0.40
H 0.27 1.47 1.85
H -0.22 -0.19 2.00
H 2.17 0.14 1.87
H 1.32 -1.22 1.20
H 1.14 1.69 0.05
H -0.40 -1.40 -0.41
H 0.02 -0.14 -1.61
H -2.81 -0.66 -0.91
H -2.08 -1.40 -2.24
*
```

Values from the calculation:
HOMO (spin up / spin down): -8.5 / -8.5 eV
⟨S²⟩: 0.754
Kohn-Sham gap (spin up / spin down): 8.8 / 7.9 eV

---

two) Below is one molecule with the formula C4H13N2S, with properties calculated with ωB97M-V with the def2-TZVPD basis set.

The geometry in ORCA input format:
```
! wB97M-V def2-TZVPD RIJCOSX def2/J DEFGRID3
* xyz 0 2
N -0.40 1.29 -0.60
C 0.33 0.36 0.29
C 0.46 -1.08 -0.27
C 1.10 -1.02 -1.66
S 1.42 -2.77 -2.33
C -0.49 0.38 1.65
N -1.36 1.64 1.82
H 0.43 1.78 -1.11
H -0.83 1.94 0.15
H -1.10 0.89 -1.22
H 1.35 0.71 0.39
H -0.54 -1.68 -0.16
H 1.23 -1.50 0.47
H 2.12 -0.72 -1.55
H 0.38 -0.56 -2.38
H 0.16 -2.99 -2.12
H -1.32 -0.34 1.59
H 0.22 0.09 2.49
H -2.30 1.34 2.12
H -0.86 2.22 2.45
*
```

Values from the calculation:
HOMO (spin up / spin down): -3.2 / -9.1 eV
⟨S²⟩: 0.751
Kohn-Sham gap (spin up / spin down): 4.0 / 9.6 eV

---

three) Below is one molecule with the formula C4H13N2S, with properties calculated with ωB97M-V with the def2-TZVPD basis set.

The geometry in ORCA input format:
```
! wB97M-V def2-TZVPD RIJCOSX def2/J DEFGRID3
* xyz 0 2
C -1.24 -1.03 -0.74
N -0.19 -0.20 -0.26
C -0.51 0.50 0.99
C 0.69 0.97 1.82
S 2.17 -0.14 1.65
C -2.05 -0.30 -1.84
N -1.04 0.24 -2.84
H -1.88 -1.39 0.06
H -0.73 -1.83 -1.29
H 0.81 -0.17 -0.32
H -1.09 -0.19 1.60
H -1.21 1.34 0.85
H 1.15 1.91 1.51
H 0.42 0.91 2.87
H 1.73 -1.16 2.39
H -2.55 0.57 -1.43
H -2.65 -0.98 -2.43
H -1.28 0.76 -3.73
H -0.31 -0.48 -3.01
H -0.53 1.01 -2.35
*
```

Values from the calculation:
HOMO (spin up / spin down): -3.4 / -8.9 eV
⟨S²⟩: 0.751
Kohn-Sham gap (spin up / spin down): 4.1 / 9.6 eV

---

If we sort the structures by their calculated energies, the order from most to least stable is three), two), one).